This record from the Open Molecules 2025 dataset describes a structure of composition C15H33B3Cl10O5 at a distorted geometry. The level of theory is the ωB97M-V functional and the def2-TZVPD basis.

```
66
Properties=species:S:1:pos:R:3:forces:R:3
C -1.680384 -2.730192 3.229263 -0.37 -0.29 0.31
C -2.240205 -2.834639 1.829349 0.77 0.59 -0.77
C -1.478904 -3.805273 0.912656 -0.77 -0.61 0.94
O -0.095798 -3.976420 1.227856 -0.30 0.17 -0.72
B 0.729496 -3.011801 0.735188 -0.57 -0.71 -0.09
O 1.850771 -3.414929 0.035471 0.54 0.05 1.06
B 2.853122 -2.476572 0.175735 0.13 0.26 -1.23
O 2.520174 -1.185173 -0.223128 0.18 -0.39 1.07
B 1.421107 -0.777656 0.511432 -0.61 1.25 -0.39
C 1.231334 0.747657 0.882233 -0.32 -0.49 -0.53
C 0.338530 1.347420 -0.214872 0.62 -0.16 -0.03
O -0.141941 0.285439 -1.055873 -0.41 0.10 -0.29
O 0.458934 -1.677393 0.954073 0.75 -0.21 -0.13
H -2.085562 -1.855956 3.725250 -0.13 0.16 0.15
H -0.603641 -2.644640 3.242919 0.25 0.07 -0.14
H -1.944615 -3.601966 3.821461 0.00 -0.17 0.17
H -3.292875 -3.099829 1.814045 -0.18 -0.15 0.12
H -2.168840 -1.852835 1.368541 -0.04 0.27 0.00
H -1.932173 -4.785826 1.032038 0.13 -0.29 0.02
H -1.625451 -3.545916 -0.132245 0.17 0.23 -0.21
H 3.912300 -2.691127 0.650174 0.23 -0.31 -0.38
H 2.193276 1.242780 0.888530 0.20 0.18 0.15
H 0.750931 0.835113 1.850473 0.00 0.02 0.22
H -0.490750 1.876574 0.237520 -0.18 0.26 -0.15
H 0.953035 2.000190 -0.829773 -0.13 0.33 -0.06
H -0.317424 0.650324 -1.937722 0.19 -0.17 0.33
Cl 6.068597 -1.294571 2.741120 -0.09 -0.02 0.27
C 4.994853 -0.482136 3.904866 0.05 0.05 0.04
C 3.859446 -1.370664 4.341036 0.05 0.00 0.14
Cl 2.695558 -1.682491 3.023076 -0.08 0.05 0.49
H 4.630894 0.432989 3.444401 -0.02 -0.03 -0.06
H 5.601628 -0.218243 4.769432 -0.02 -0.04 0.03
H 3.300523 -0.889856 5.141876 -0.03 0.05 -0.04
H 4.220279 -2.330896 4.699284 0.01 -0.04 -0.09
Cl 0.157444 2.167451 -3.941267 -0.12 0.14 0.02
C 1.413220 1.750903 -5.135761 0.06 -0.06 -0.15
C 2.146579 0.492797 -4.753414 0.07 -0.07 -0.04
Cl 3.135917 0.721318 -3.291561 0.00 -0.03 0.06
H 2.087870 2.598622 -5.216351 0.00 0.02 0.09
H 0.912677 1.611759 -6.092101 -0.05 -0.04 0.03
H 2.819103 0.203293 -5.558920 0.01 0.04 -0.01
H 1.457526 -0.326399 -4.563868 -0.02 0.01 0.05
Cl -5.712414 2.642765 0.994768 0.00 0.02 0.04
C -4.439580 2.262292 -0.196192 0.01 0.02 -0.14
C -3.683622 1.009101 0.159107 0.07 -0.11 -0.13
Cl -2.684966 1.214231 1.617277 -0.08 -0.02 0.16
H -3.777865 3.121858 -0.260934 0.01 0.01 0.08
H -4.933260 2.131964 -1.157752 -0.02 -0.04 0.01
H -3.004256 0.746230 -0.651633 0.04 0.04 0.01
H -4.356159 0.172590 0.330616 -0.03 0.02 0.06
Cl -9.155623 4.678624 -2.201557 0.01 0.02 -0.02
C -8.986565 3.885126 -0.613009 0.04 -0.09 0.00
C -9.922873 4.463777 0.415192 -0.05 -0.07 0.05
Cl -9.485914 6.133176 0.859435 -0.01 0.02 -0.01
H -7.949879 3.975496 -0.302317 0.01 0.07 -0.01
H -9.211803 2.830258 -0.760480 -0.05 0.00 0.01
H -9.874717 3.869123 1.325771 0.05 0.00 0.00
H -10.949351 4.470128 0.058352 0.00 0.06 -0.04
Cl 6.787852 -1.264169 -0.246977 0.02 0.08 -0.30
C 6.709544 -1.008113 -2.007912 -0.03 -0.11 -0.02
C 8.063946 -1.096420 -2.662400 -0.02 -0.06 -0.10
Cl 9.123602 0.261925 -2.203823 0.02 0.00 0.01
H 6.247483 -0.041938 -2.182267 0.00 0.08 0.03
H 6.057367 -1.780653 -2.412554 0.03 -0.03 -0.01
H 7.950436 -1.058503 -3.744613 -0.03 0.04 0.00
H 8.572057 -2.020098 -2.398542 0.02 0.02 0.07
```
Forces are in eV/Å.

Calculated values
- highest occupied orbital energy (eV) = -10.217
- orbital gap (eV) = 10.55